Entry from the OMol25 dataset: a single C6H12O molecule (ωB97M-V with the def2-TZVPD basis set).

Results
* HOMO: -9.3 eV
* 2S+1: 1
* energy relative to the best compared isomer or geometry (same formula, charge and spin): 35.5 kcal per mole
* E: -311.002692 Eh
* SMILES: CO[C@H]1CC[C@H]1C

Structure (XYZ):
```
19
Properties=species:S:1:pos:R:3:forces:R:3
C 2.3507 -0.6442 -0.2732 0.26 0.09 -0.18
O 1.2228 -0.8906 0.5257 -0.02 -0.12 0.01
C 0.3261 0.1479 0.8238 -0.08 0.09 0.12
C 0.1186 1.3717 -0.0983 0.14 0.07 -0.13
C -1.4001 1.2199 0.1536 -0.16 0.12 -0.03
C -1.1540 -0.2367 0.6071 -0.10 -0.11 0.09
C -1.3210 -1.2562 -0.5116 -0.02 -0.03 -0.03
H 3.2715 -0.7517 0.3137 -0.11 0.06 -0.03
H 2.3418 0.3529 -0.7277 -0.01 -0.11 0.10
H 2.3708 -1.3851 -1.0816 0.04 0.10 0.09
H 0.4935 0.4947 1.8547 -0.02 -0.06 -0.12
H 0.5934 2.3115 0.1976 -0.04 -0.15 -0.05
H 0.3707 1.1641 -1.1420 -0.05 -0.02 0.13
H -2.0573 1.3533 -0.7110 0.09 -0.01 0.12
H -1.7544 1.8617 0.9655 0.07 -0.09 -0.10
H -1.6926 -0.5629 1.5032 0.07 0.04 -0.12
H -2.3815 -1.4194 -0.7325 0.13 0.04 0.04
H -0.8329 -0.9196 -1.4350 -0.08 -0.04 0.15
H -0.8664 -2.2112 -0.2320 -0.10 0.12 -0.05
```
Forces are in eV/Å.

***

Entry from the OMol25 dataset: a single C6H12O molecule at a distorted geometry (ωB97M-V with the def2-TZVPD basis set).

Results
* HOMO: -9.7 eV
* 2S+1: 1
* energy relative to the best compared isomer or geometry (same formula, charge and spin): 36.8 kcal per mole
* E: -311.000585 Eh
* SMILES: CC(C)[C@H]1C[C@H]1O

Structure (XYZ):
```
19
Properties=species:S:1:pos:R:3:forces:R:3
C 1.4330 1.1764 0.1420 0.06 0.06 0.03
C 0.6528 -0.1401 0.1347 0.02 0.00 0.10
C 1.5230 -1.2994 -0.3496 -0.02 -0.03 -0.07
C -0.6285 0.0482 -0.6565 0.11 0.11 0.20
C -1.8339 -0.8148 -0.4041 -0.08 -0.13 0.31
C -1.8099 0.5841 0.1731 0.02 -0.02 0.29
O -1.6014 0.6254 1.5913 0.40 -0.22 -0.14
H 0.7999 2.0123 0.4678 0.12 -0.13 -0.04
H 2.2980 1.1240 0.8114 -0.08 0.01 -0.09
H 1.7989 1.4226 -0.8634 -0.06 -0.06 0.13
H 0.3257 -0.3565 1.1551 0.27 -0.05 -0.06
H 2.4024 -1.4174 0.2971 -0.17 0.04 -0.12
H 1.8855 -1.1320 -1.3717 -0.07 -0.01 0.11
H 0.9709 -2.2455 -0.3366 0.05 0.14 -0.02
H -0.4406 0.2957 -1.7126 -0.45 0.35 0.52
H -2.3916 -1.1615 -1.2826 -0.12 0.65 0.50
H -1.7759 -1.5668 0.3748 0.17 -0.10 -0.03
H -2.5101 1.4072 0.0671 0.04 -0.24 -1.64
H -1.0980 1.4382 1.7626 -0.22 -0.37 0.03
```
Forces are in eV/Å.

***

Entry from the OMol25 dataset: 2 unconnected molecules or ions with the total composition C6H12O at a distorted geometry (ωB97M-V with the def2-TZVPD basis set).

Results
* HOMO: -11.2 eV
* 2S+1: 1
* energy relative to the best compared isomer or geometry (same formula, charge and spin): 8.9 kcal per mole
* E: -311.045026 Eh

Structure (XYZ):
```
19
Properties=species:S:1:pos:R:3:forces:R:3
C 0.9969 -2.0052 1.2351 0.00 -0.05 0.03
C 0.9767 -0.5027 0.9636 0.03 0.04 -0.01
C -0.3588 -0.0281 0.3883 -0.03 -0.02 -0.02
C -0.3112 1.3960 -0.1633 0.05 0.01 0.00
C -1.6347 1.8358 -0.7846 -0.04 0.02 -0.01
C 1.3064 -0.7290 -2.4548 -1.19 -0.56 -0.58
O 0.3398 -1.1583 -2.8704 1.22 0.53 0.50
H 1.9352 -2.3189 1.7050 -0.14 0.04 -0.07
H 0.1745 -2.2990 1.8977 0.11 0.04 -0.08
H 0.8839 -2.5695 0.3007 0.01 0.08 0.15
H 1.1921 0.0506 1.8880 -0.03 -0.08 -0.14
H 1.7847 -0.2510 0.2626 -0.12 -0.02 0.10
H -0.6745 -0.7126 -0.4137 0.04 0.11 0.13
H -0.0237 2.0911 0.6379 -0.05 -0.11 -0.10
H -1.1366 -0.0969 1.1627 0.10 0.00 -0.11
H -1.5746 2.8575 -1.1747 -0.02 -0.15 0.06
H -2.4455 1.8045 -0.0473 0.11 0.00 -0.10
H -1.9166 1.1760 -1.6148 0.05 0.09 0.13
H 0.4859 1.4599 -0.9181 -0.10 0.00 0.12
```
Forces are in eV/Å.

***

Entry from the OMol25 dataset: 2 unconnected molecules or ions with the total composition C6H12O at a distorted geometry (ωB97M-V with the def2-TZVPD basis set).

Results
* HOMO: -9.3 eV
* 2S+1: 1
* energy relative to the best compared isomer or geometry (same formula, charge and spin): 59.9 kcal per mole
* E: -310.963788 Eh
* SMILES: CCC=O.C=CC

Structure (XYZ):
```
19
Properties=species:S:1:pos:R:3:forces:R:3
C -2.3095 0.3665 -0.1652 -0.32 0.16 0.15
C -1.3613 -0.7811 0.0448 -1.30 -2.33 -1.15
C -0.4098 -1.1954 -0.9683 1.75 1.09 -0.08
O 0.5638 -1.8904 -0.7749 -0.21 -0.25 -0.50
H -3.3002 0.0623 0.1672 -0.13 0.12 -0.03
H -2.3957 0.6904 -1.2083 0.17 -0.17 0.12
H -2.0335 1.2309 0.4374 0.16 -0.01 -0.06
H -1.1752 -1.1251 1.0687 0.08 0.20 -0.48
H -1.8066 -1.7291 -0.5712 -1.04 0.83 1.74
H -0.7278 -0.8417 -1.9759 0.30 -0.16 -0.08
C 0.6517 0.8622 1.2730 0.52 0.44 0.26
C 1.5949 0.1283 0.7016 0.20 0.34 0.56
C 2.3840 0.5695 -0.4847 0.28 0.06 -0.42
H 0.4219 1.8383 0.8604 -0.21 0.03 0.03
H 0.2081 0.5980 2.2285 -0.12 -0.08 -0.22
H 1.8597 -0.8159 1.1659 0.10 0.00 -0.17
H 2.5501 -0.2455 -1.1860 -0.03 -0.11 0.00
H 3.3726 0.9336 -0.1884 -0.02 -0.11 0.13
H 1.9249 1.3918 -1.0426 -0.19 -0.07 0.21
```
Forces are in eV/Å.

***

Entry from the OMol25 dataset: a single C6H12O molecule (ωB97M-V with the def2-TZVPD basis set).

Results
* HOMO: -10.1 eV
* 2S+1: 1
* energy relative to the best compared isomer or geometry (same formula, charge and spin): 23.2 kcal per mole
* E: -311.022227 Eh
* SMILES: C[C@@H]1C[C@@H]1[C@@H](C)O

Structure (XYZ):
```
19
Properties=species:S:1:pos:R:3:forces:R:3
C 0.9606 1.2278 1.5741 0.04 0.01 -0.04
C 0.0685 0.0047 1.5216 -0.05 0.09 0.10
C 0.6035 -1.2872 0.9733 0.12 -0.13 0.01
C -0.4777 -0.5511 0.2277 -0.17 0.03 -0.06
C -0.2375 0.1303 -1.1080 0.14 -0.34 0.01
C -0.8355 -0.6514 -2.2684 0.00 -0.03 -0.02
O -0.8622 1.4069 -1.1475 0.06 0.22 0.19
H 1.6331 1.2721 0.7100 -0.10 0.01 0.11
H 1.5861 1.2055 2.4731 -0.07 0.00 -0.13
H 0.3833 2.1617 1.6088 0.07 -0.15 0.00
H -0.6080 -0.0811 2.3708 0.13 -0.01 -0.15
H 1.6120 -1.2546 0.5647 -0.18 0.00 0.00
H 0.3555 -2.2192 1.4737 0.02 0.16 -0.11
H -1.4761 -0.9794 0.3089 0.13 0.08 -0.01
H 0.8488 0.2368 -1.2745 -0.18 0.03 0.06
H -0.3201 -1.6043 -2.4235 -0.05 0.13 0.07
H -0.7651 -0.0537 -3.1820 0.04 -0.12 0.10
H -1.8959 -0.8509 -2.0784 0.15 0.03 -0.01
H -0.5683 1.8938 -0.3677 -0.11 -0.02 -0.13
```
Forces are in eV/Å.

***

Entry from the OMol25 dataset: 2 unconnected molecules or ions with the total composition C6H12O (ωB97M-V with the def2-TZVPD basis set).

Results
* HOMO: -8.9 eV
* 2S+1: 1
* energy relative to the best compared isomer or geometry (same formula, charge and spin): 89.4 kcal per mole
* E: -310.916764 Eh

Structure (XYZ):
```
19
Properties=species:S:1:pos:R:3:forces:R:3
C -2.3002 1.0860 -0.2027 0.00 0.05 -0.05
C -0.5804 -1.4079 1.0293 0.35 0.11 -0.33
C -0.4386 -1.7332 -0.4006 -0.23 -0.03 0.15
O 0.4545 -0.8591 -1.0735 0.01 -0.02 -0.02
C 1.3591 -0.3744 -0.0874 0.12 0.07 0.13
C 1.8527 1.0003 -0.4947 0.01 0.03 0.01
C 0.5326 -0.4297 1.2150 0.02 -0.04 0.03
H -3.2241 1.2165 -0.7732 0.17 -0.04 0.08
H -1.4782 0.8230 -0.8760 -0.18 0.10 0.07
H -2.0663 2.0209 0.3158 -0.03 -0.16 -0.07
H -2.4356 0.2854 0.5295 -0.05 0.12 -0.05
H -0.0092 -2.7614 -0.2999 -0.05 0.08 0.01
H -1.3638 -1.8286 -0.9770 0.13 -0.04 0.14
H 2.2115 -1.0726 -0.0074 -0.13 0.10 -0.01
H 2.3511 0.9627 -1.4686 -0.07 -0.01 0.16
H 2.5650 1.3839 0.2439 -0.09 -0.05 -0.10
H 1.0102 1.6986 -0.5652 0.13 -0.12 0.02
H -0.0105 0.5241 1.3708 0.05 -0.19 -0.02
H 1.1041 -0.6000 2.1356 -0.14 0.06 -0.15
```
Forces are in eV/Å.